# 1
{"formula": "C4H9NO2", "method": "ωB97M-V/def2-TZVPD", "species": ["C", "C", "C", "O", "N", "C", "O", "H", "H", "H", "H", "H", "H", "H", "H", "H"], "positions_angstrom": [[0.45484, -0.56970, 1.70077], [-0.04568, 0.13380, 0.43741], [1.02751, 0.96449, -0.24088], [0.51037, 1.89502, -1.15096], [-0.57478, -0.83888, -0.48953], [-1.57703, -0.63656, -1.50970], [-1.75745, 0.39052, -2.13329], [-0.31571, -1.20954, 2.14507], [0.75657, 0.17005, 2.44991], [1.32918, -1.19401, 1.47755], [-0.88500, 0.79583, 0.69987], [1.57557, 1.52333, 0.51881], [1.73506, 0.25997, -0.71795], [-0.19610, 1.47514, -1.67340], [-0.04436, -1.69139, -0.64338], [-1.99300, -1.46806, -0.87031]], "forces_ev_per_angstrom": [[0.087, 0.028, -0.061], [0.330, 0.398, -0.116], [0.429, 0.079, 0.359], [-0.084, 0.023, -0.191], [1.116, 0.711, -0.314], [1.084, 0.596, 2.512], [-0.222, -1.500, 0.680], [0.090, 0.144, -0.170], [-0.043, -0.113, -0.152], [-0.103, 0.073, 0.017], [0.188, -0.061, -0.079], [0.095, 0.136, -0.065], [-0.066, 0.200, 0.067], [0.103, 0.082, 0.062], [-0.256, -0.045, 0.379], [-2.748, -0.751, -2.927]], "mulliken_charge": [-1.53, 0.46, -0.54, -0.52, -0.24, 0.00, -0.55, 0.38, 0.39, 0.36, 0.19, 0.33, 0.25, 0.37, 0.30, 0.35], "orbital_gap_ev": 10.31, "charge": 0, "e_above_lowest_kcal_mol": 73.52, "energy_ev": -9876.8727, "spin_multiplicity": 1, "smiles": "C[C@@H](CO)NC=O", "e_homo_ev": -9.51}



# 2
{"formula": "C26H17Br3NOW", "method": "ωB97M-V/def2-TZVPD", "species": ["W", "Br", "C", "C", "C", "C", "C", "C", "C", "C", "C", "C", "H", "H", "H", "H", "H", "H", "C", "C", "C", "C", "C", "C", "Br", "C", "C", "Br", "C", "O", "C", "N", "H", "H", "H", "H", "H", "H", "C", "C", "C", "C", "C", "C", "H", "H", "H", "H", "H"], "positions_angstrom": [[-0.24133, -0.39316, -1.08343], [2.30158, -0.20282, -2.14068], [2.58756, 1.64279, -1.77525], [3.82049, 2.18832, -1.91460], [3.94450, 3.57936, -1.69177], [2.84117, 4.33002, -1.40098], [1.55611, 3.73848, -1.28544], [0.38644, 4.50699, -1.05865], [-0.83354, 3.89944, -1.00362], [-0.94855, 2.49351, -1.10176], [0.16322, 1.68295, -1.28899], [1.41916, 2.34085, -1.43486], [4.67834, 1.59296, -2.19677], [4.91840, 4.04174, -1.77895], [2.93133, 5.40091, -1.26548], [0.47622, 5.58218, -0.96103], [-1.73090, 4.49097, -0.87649], [-1.94014, 2.06986, -1.03429], [1.90444, -0.42072, 1.46766], [0.48088, -0.43308, 1.91393], [0.14872, -0.48404, 3.27595], [-1.15666, -0.49576, 3.68497], [-2.19167, -0.44774, 2.73290], [-3.58650, -0.46248, 3.00297], [-4.20358, -0.54851, 4.77948], [-4.48941, -0.41930, 1.98232], [-4.05761, -0.34903, 0.63887], [-5.31795, -0.27488, -0.74408], [-2.72744, -0.32014, 0.33496], [-2.21264, -0.24920, -0.90925], [-1.80344, -0.38875, 1.39104], [-0.48404, -0.38977, 0.99587], [2.57582, -0.49903, 2.31961], [2.12520, 0.50984, 0.93963], [2.09755, -1.25775, 0.79533], [0.95078, -0.51951, 3.99941], [-1.40270, -0.54192, 4.73795], [-5.54940, -0.43494, 2.19336], [0.17116, -5.20994, -1.28551], [1.39455, -4.57684, -1.47222], [1.47151, -3.19467, -1.48107], [0.33217, -2.40439, -1.30277], [-0.90468, -3.06524, -1.11922], [-0.97619, -4.45375, -1.10796], [0.11386, -6.29038, -1.28222], [2.29359, -5.16377, -1.60975], [2.44430, -2.73746, -1.61385], [-1.83549, -2.52499, -0.99411], [-1.93515, -4.93720, -0.97114]], "forces_ev_per_angstrom": [[-0.961, 0.237, -0.016], [-0.208, -0.132, 0.153], [-0.074, -0.171, -0.073], [0.115, 0.193, 0.014], [0.008, -0.036, -0.018], [-0.060, -0.009, 0.009], [-0.002, 0.125, 0.007], [0.070, 0.006, -0.029], [0.001, -0.075, 0.015], [0.129, 0.132, 0.010], [0.157, -0.038, -0.030], [0.012, 0.099, -0.036], [-0.022, 0.011, 0.007], [-0.023, 0.000, -0.004], [0.001, -0.020, 0.001], [-0.004, -0.022, 0.003], [0.010, -0.010, 0.023], [-0.021, -0.026, 0.023], [0.001, 0.003, 0.023], [-0.022, 0.009, 0.018], [0.026, -0.006, 0.072], [-0.030, -0.004, 0.072], [-0.031, -0.032, 0.039], [0.025, 0.001, 0.034], [0.018, 0.001, 0.006], [-0.004, 0.007, -0.024], [-0.264, 0.071, -0.081], [-0.042, -0.006, 0.001], [0.183, -0.053, -0.138], [0.627, -0.164, 0.113], [0.198, 0.054, -0.060], [-0.016, -0.023, 0.118], [-0.023, 0.007, -0.004], [0.007, 0.005, -0.035], [0.013, -0.013, -0.032], [-0.008, 0.003, -0.013], [0.006, 0.002, -0.017], [0.006, 0.000, -0.030], [0.016, 0.004, -0.004], [-0.017, -0.037, 0.009], [-0.032, 0.019, 0.045], [-0.026, 0.076, -0.116], [0.261, -0.228, -0.038], [0.006, 0.042, 0.003], [0.004, 0.011, 0.000], [-0.017, -0.002, 0.000], [0.010, -0.056, 0.001], [-0.027, 0.040, -0.016], [0.021, 0.004, -0.002]], "mulliken_charge": [1.04, -0.05, 0.98, -0.73, -0.58, -0.90, 0.77, -0.75, -0.95, -0.53, -0.27, 0.84, 0.45, 0.40, 0.41, 0.41, 0.42, 0.58, -1.18, 1.11, -1.07, -0.85, 0.50, -0.03, -0.17, -0.31, -0.13, -0.11, 0.57, -1.04, 0.20, -0.44, 0.43, 0.19, 0.24, 0.47, 0.38, 0.45, -0.44, -0.84, 0.19, 0.70, -0.54, -0.75, 0.40, 0.39, 0.28, 0.43, 0.42], "orbital_gap_ev": [6.54, 7.19], "charge": 1, "e_above_lowest_kcal_mol": 7.51, "energy_ev": -242722.3171, "spin_multiplicity": 3, "e_homo_ev": [-10.53, -11.42]}



# 3
{"formula": "C2H4FNO2", "method": "ωB97M-V/def2-TZVPD", "species": ["C", "C", "N", "O", "O", "H", "H", "H", "F", "H"], "positions_angstrom": [[0.10428, -0.10576, 1.79165], [0.23246, -0.30592, 0.49518], [0.18156, 0.78501, -0.36945], [-0.31595, 1.82429, -0.10668], [0.48709, 0.52001, -1.54102], [0.22903, -0.95836, 2.50251], [-0.23000, 0.79071, 2.08576], [0.64133, -1.15008, 0.04218], [-1.01836, -1.00180, -2.67345], [-0.31145, -0.39811, -2.22669]], "forces_ev_per_angstrom": [[0.464, -4.086, -0.430], [1.129, -0.156, 2.299], [-1.569, -0.158, -2.921], [-0.157, 1.669, 1.509], [1.461, 0.413, -0.141], [-0.106, 1.018, -0.709], [-0.964, 3.236, 1.499], [0.229, -1.310, -0.706], [1.515, 1.165, 0.996], [-2.002, -1.792, -1.397]], "mulliken_charge": [-0.62, -0.08, 0.88, -0.51, -0.58, 0.23, 0.36, 0.42, -0.50, 0.40], "orbital_gap_ev": 10.39, "charge": 0, "e_above_lowest_kcal_mol": 98.41, "energy_ev": -10437.2708, "spin_multiplicity": 1, "smiles": "C=C[N+](=O)[O-].F", "e_homo_ev": -12.05}



# 4
{"formula": "C7H8N", "method": "ωB97M-V/def2-TZVPD", "species": ["C", "C", "C", "C", "C", "C", "C", "N", "H", "H", "H", "H", "H", "H", "H", "H"], "positions_angstrom": [[-1.00402, -2.16409, -2.86613], [-1.05810, -3.36670, -2.93014], [-0.34785, -0.83114, -2.86683], [0.59385, 0.65881, 1.55147], [0.29031, -0.78779, 1.14627], [0.50382, 0.24746, 0.11061], [-0.67194, 0.58026, -0.78484], [-0.62669, -0.02027, -2.04337], [-0.04575, -0.51612, -3.84623], [-0.13802, 1.31219, 2.02882], [1.60292, 0.84151, 1.72175], [1.13391, -1.44001, 1.26273], [-0.72444, -1.08774, 1.22317], [1.33082, 0.00963, -0.62466], [-0.86557, 1.65319, -0.72104], [-1.58080, 0.26221, -0.26480]], "forces_ev_per_angstrom": [[1.650, 1.152, 0.291], [-0.321, -0.440, -0.040], [-2.229, -4.371, -3.448], [-0.955, -0.696, -1.389], [0.751, 1.272, 0.468], [0.454, -1.012, -2.846], [-0.632, 0.249, 1.665], [-0.077, 4.017, 4.226], [1.064, 0.236, -0.684], [0.163, -0.289, -0.324], [1.436, 0.424, 1.123], [-0.300, -0.683, 0.270], [-0.491, -0.747, 0.521], [-0.069, 0.980, 1.649], [0.131, 0.384, -1.242], [-0.577, -0.476, -0.241]], "mulliken_charge": [-0.36, 0.33, 0.02, -0.60, -0.70, 0.08, -0.52, 0.22, 0.37, 0.28, 0.28, 0.30, 0.26, 0.33, 0.32, 0.39], "orbital_gap_ev": [7.22, 7.14], "charge": 1, "e_above_lowest_kcal_mol": 156.13, "energy_ev": -8861.7010, "spin_multiplicity": 1, "e_homo_ev": [-14.75, -14.71]}



# 5
{"formula": "C12H14BF4IIrN2", "method": "ωB97M-V/def2-TZVPD", "species": ["C", "C", "H", "H", "H", "H", "H", "H", "C", "C", "C", "C", "H", "H", "H", "H", "N", "C", "C", "N", "C", "C", "C", "H", "H", "C", "H", "H", "Ir", "I", "F", "B", "F", "F", "F"], "positions_angstrom": [[0.95279, -5.17636, 1.32409], [-0.33298, -5.10383, 2.14852], [0.73158, -5.43816, 0.28689], [1.61072, -5.95451, 1.72429], [1.49401, -4.22675, 1.31927], [-0.99821, -4.31016, 1.79998], [-0.87075, -6.05489, 2.07903], [-0.11449, -4.93060, 3.20617], [1.67737, 0.95899, -2.52499], [1.60504, 1.59148, -3.75764], [0.61064, 2.54262, -4.00236], [-0.30745, 2.81204, -3.00324], [2.37425, 0.16534, -2.27121], [2.31941, 1.30229, -4.52676], [0.57607, 3.06527, -4.95440], [-1.15877, 3.46510, -3.13853], [0.79663, 1.25960, -1.52556], [-0.17235, 2.20151, -1.74925], [-1.09923, 2.26448, -0.66552], [-0.79606, 1.34530, 0.30613], [-1.63205, 1.16375, 1.36577], [-3.10123, 2.87266, 0.52210], [-2.76572, 1.94259, 1.51354], [-1.34470, 0.37902, 2.05166], [-3.37982, 1.78196, 2.39488], [-2.29632, 2.99122, -0.59649], [-2.54203, 3.61868, -1.45339], [-3.99652, 3.47850, 0.63412], [0.74007, 0.10030, 0.08156], [0.35802, -2.18747, -0.61772], [0.84930, 0.77721, 2.16666], [2.30175, 0.38929, 2.46196], [2.70950, 1.18156, 3.49199], [2.30077, -0.97022, 2.70756], [2.90076, 0.70218, 1.20086]], "forces_ev_per_angstrom": [[-0.189, -0.153, 0.083], [0.174, -0.204, 0.052], [0.031, -0.063, -0.045], [0.003, 0.234, -0.140], [0.131, -0.057, 0.175], [-0.068, -0.006, 0.022], [-0.003, 0.213, 0.019], [-0.048, 0.048, -0.154], [-1.394, 0.170, 2.074], [-0.112, 0.516, -1.044], [0.416, -0.095, -0.105], [-0.215, 0.416, 0.006], [0.157, 0.253, -0.285], [-0.123, 0.192, 0.095], [-0.131, -0.185, 0.102], [0.186, 0.206, -0.297], [2.055, 1.512, -4.013], [0.062, -1.105, 0.264], [0.338, -1.202, 0.470], [-3.994, 1.467, 1.719], [1.926, -0.033, -1.756], [-0.265, -0.105, 0.440], [-1.110, 0.963, -0.098], [-0.094, 0.084, 0.149], [-0.064, 0.165, -0.145], [-0.142, 0.642, -0.427], [-0.185, 0.090, 0.479], [0.105, -0.129, -0.119], [2.890, -2.566, 2.791], [-0.187, -0.936, -0.123], [0.027, -0.281, -0.015], [0.765, -0.095, 1.849], [-0.218, -0.517, -0.979], [-0.161, 0.859, -0.577], [-0.563, -0.300, -0.466]], "mulliken_charge": [-0.68, -0.72, 0.25, 0.31, 0.09, 0.18, 0.30, 0.28, 0.00, -0.65, -0.52, -0.51, 0.56, 0.43, 0.49, 0.40, -0.49, 0.75, 0.66, -0.35, -0.07, -0.55, -0.61, 0.55, 0.44, -0.40, 0.40, 0.49, 1.82, 0.08, -0.37, 0.40, -0.24, -0.32, -0.39], "orbital_gap_ev": [6.32, 3.35], "charge": 2, "e_above_lowest_kcal_mol": 0.00, "energy_ev": -38120.8669, "spin_multiplicity": 6, "e_homo_ev": [-15.58, -16.09]}



# 6
{"formula": "CH4FNP2", "method": "ωB97M-V/def2-TZVPD", "species": ["C", "N", "F", "P", "P", "H", "H", "H", "H"], "positions_angstrom": [[0.30423, -0.40806, -0.49158], [-1.18082, 1.64092, -0.19312], [-2.25063, 0.80875, 2.55554], [-1.27657, 2.80028, 0.75786], [-1.19974, 0.39709, -1.24306], [0.79457, -1.16577, -1.23979], [-0.06213, -1.02428, 0.43702], [1.04335, 0.31240, -0.28121], [-2.05790, 1.71322, 2.30350]], "forces_ev_per_angstrom": [[-0.868, -3.559, -0.626], [-0.484, -1.548, -1.531], [-0.054, 0.190, 0.361], [0.358, 1.781, 0.462], [0.644, 0.558, 0.935], [-1.073, 1.282, 1.314], [0.951, 1.279, -1.576], [0.778, 0.833, 0.620], [-0.252, -0.816, 0.041]], "mulliken_charge": [-0.81, 0.16, -0.42, -0.11, 0.04, 0.29, 0.25, 0.28, 0.33], "orbital_gap_ev": [6.62, 6.62], "charge": 0, "e_above_lowest_kcal_mol": 45.20, "energy_ev": -23885.0424, "spin_multiplicity": 1, "e_homo_ev": [-7.57, -7.55]}



# 7
{"formula": "C3H9N", "method": "ωB97M-V/def2-TZVPD", "species": ["C", "N", "H", "H", "H", "C", "C", "H", "H", "H", "H", "H", "H"], "positions_angstrom": [[-2.23836, -4.29074, -1.60036], [-2.23437, -4.09880, -2.87000], [-1.30956, -4.22045, -1.00762], [-3.22496, -4.29800, -1.07993], [-3.15435, -3.62179, -3.06770], [0.97714, 2.24386, 1.60918], [2.06805, 2.92720, 0.75514], [0.17520, 1.96391, 0.95683], [1.34686, 1.26277, 1.94490], [0.59369, 2.81252, 2.57810], [2.21988, 2.27170, -0.15698], [3.02693, 3.01347, 1.26372], [1.75387, 4.03436, 0.67472]], "forces_ev_per_angstrom": [[-0.820, 1.065, -0.625], [-0.357, 1.610, 1.224], [-0.307, -1.159, -0.369], [0.886, 0.202, 0.235], [0.598, -1.718, -0.465], [0.513, 0.052, 1.854], [-0.742, 0.963, 0.517], [-0.899, 0.305, -0.150], [0.023, 0.288, 0.216], [0.832, -0.982, -2.260], [-0.242, 1.498, 0.654], [0.056, -0.353, 0.169], [0.458, -1.771, -1.001]], "mulliken_charge": [-0.22, -0.47, 0.23, 0.20, 0.25, -0.79, -0.72, 0.27, 0.26, 0.25, 0.25, 0.26, 0.22], "orbital_gap_ev": 11.08, "charge": 0, "e_above_lowest_kcal_mol": 46.56, "energy_ev": -4745.0901, "spin_multiplicity": 1, "smiles": "C=N.CC", "e_homo_ev": -9.98}



# 8
{"formula": "C4H7Br", "method": "ωB97M-V/def2-TZVPD", "species": ["C", "C", "C", "C", "H", "H", "H", "H", "H", "H", "Br", "H"], "positions_angstrom": [[0.03721, -1.64292, -1.04866], [0.32404, -0.50822, -0.54473], [0.91325, 0.65032, -0.27653], [0.38438, 1.87653, 0.58999], [-0.46449, -1.78916, -1.94957], [0.22236, -2.58620, -0.49102], [1.91056, 0.67105, -0.54853], [-0.15393, 1.59750, 1.55074], [1.14084, 2.50836, 0.68374], [-0.39268, 2.17683, -0.16806], [-3.09236, -0.92452, 0.02118], [-2.42511, -2.05587, 0.44955]], "forces_ev_per_angstrom": [[0.091, -2.637, 1.313], [1.737, 3.058, 0.322], [-2.600, -0.771, 2.438], [-4.493, -4.921, -2.265], [-0.728, 0.070, -1.531], [-0.071, 0.709, -0.221], [1.927, 0.322, -0.804], [0.952, 0.262, -1.211], [2.922, 3.025, 0.629], [0.559, 0.808, 1.256], [-0.830, 0.878, -0.235], [0.533, -0.804, 0.309]], "mulliken_charge": [-1.09, 0.46, -0.29, -0.90, 0.33, 0.28, 0.37, 0.28, 0.35, 0.22, -0.22, 0.20], "orbital_gap_ev": 10.09, "charge": 0, "e_above_lowest_kcal_mol": 56.08, "energy_ev": -74301.2018, "spin_multiplicity": 1, "smiles": "C=C=CC.Br", "e_homo_ev": -9.24}



> Number 2 is which compound?

C26H17Br3NOW